{
  "formula": "C24H37B3F12Hg2N5O27S4",
  "method": "the ωB97M-V functional and the def2-TZVPD basis",
  "relative_energy_ev": 11.7613,
  "total_charge": -1,
  "e_tot_ev": -174541.7823,
  "lumo_ha": -0.201,
  "symbols": ["Hg", "Hg", "O", "C", "O", "B", "O", "C", "O", "O", "C", "O", "C", "O", "O", "O", "C", "O", "B", "O", "C", "O", "O", "C", "O", "C", "O", "O", "C", "F", "F", "F", "S", "O", "O", "N", "S", "O", "O", "C", "F", "F", "F", "C", "F", "F", "F", "S", "O", "O", "N", "S", "O", "O", "C", "F", "F", "F", "B", "H", "H", "H", "H", "C", "C", "C", "O", "C", "N", "H", "H", "H", "H", "H", "H", "H", "H", "H", "H", "H", "C", "C", "C", "O", "C", "N", "H", "H", "H", "H", "H", "H", "H", "H", "H", "H", "H", "C", "C", "C", "O", "C", "N", "H", "H", "H", "H", "H", "H", "H", "H", "H", "H", "H"],
  "positions_angstrom": [[-1.62102, 2.57390, 1.02975], [-0.26176, -3.74889, -1.22001], [3.87912, 4.10343, -2.33611], [4.65835, 4.08066, -1.40023], [5.92913, 4.06798, -1.37627], [6.35805, 4.06931, 0.03664], [5.13588, 3.80589, 0.87896], [4.10714, 4.06602, 0.08697], [2.92520, 3.97658, 0.45076], [6.76173, 5.40213, 0.39043], [7.93011, 5.40713, 0.86073], [8.66877, 6.35851, 1.13495], [8.46859, 3.93782, 0.91932], [7.49251, 3.17337, 0.36374], [9.57980, 3.62566, 1.36382], [2.76525, -0.54128, 5.64990], [2.97427, 0.69107, 5.73645], [4.00453, 1.19166, 6.32808], [3.96894, 2.65433, 6.14939], [2.78854, 2.96992, 5.34208], [2.11204, 1.83861, 5.08927], [1.08589, 1.72931, 4.43527], [3.88979, 3.26214, 7.51114], [4.99194, 3.97039, 7.77943], [5.29871, 4.47673, 8.82804], [5.87170, 3.86762, 6.56920], [5.22115, 3.17436, 5.60850], [7.00072, 4.39355, 6.54546], [-6.60910, 3.29964, -1.30723], [-6.01729, 4.41456, -1.62639], [-7.09215, 3.38292, -0.08238], [-7.70063, 3.01380, -2.03077], [-5.35829, 1.76462, -1.35267], [-6.05857, 0.63637, -1.97516], [-4.21767, 2.19275, -2.15920], [-4.86805, 1.71168, 0.31551], [-5.84360, 0.53894, 0.83704], [-7.27187, 0.67173, 0.56850], [-5.33352, -0.77080, 0.39704], [-5.48358, 0.63296, 2.77895], [-4.16313, 0.91687, 2.97664], [-6.14942, 1.60742, 3.35806], [-5.79734, -0.54206, 3.32907], [3.66642, -4.77176, -5.22221], [2.60038, -4.35995, -5.92742], [4.49529, -5.55485, -5.96090], [4.31141, -3.74186, -4.83522], [3.00027, -5.80911, -3.61112], [1.63666, -6.13204, -3.97699], [3.75683, -7.04018, -3.44240], [2.94517, -4.60441, -2.35617], [4.44033, -4.68173, -1.86583], [4.49797, -5.49225, -0.61753], [5.50958, -4.94971, -2.86605], [4.82462, -2.84455, -1.27304], [4.21045, -1.98969, -2.00778], [4.40015, -2.64274, -0.04116], [6.17306, -2.63032, -1.34837], [-0.55142, -0.28869, -0.53209], [0.39771, -0.79409, -0.62138], [-0.40950, 0.71451, -0.90314], [-1.31488, -0.82909, -1.06999], [-0.92914, -0.19700, 0.47447], [-4.47156, -3.78792, -5.07589], [-3.12280, -3.68675, -4.37317], [-2.28239, -2.46285, -4.68969], [-0.95096, -2.56478, -4.17068], [-0.16848, -1.50225, -4.68387], [-3.35021, -3.74403, -2.91854], [-5.12852, -4.60259, -4.77121], [-4.30326, -3.89762, -6.14722], [-4.93721, -2.80696, -4.98093], [-2.47740, -4.52259, -4.64322], [-2.78359, -1.58405, -4.28398], [-2.24944, -2.29070, -5.76551], [0.68382, -1.35109, -4.02143], [-0.63983, -0.52456, -4.58360], [0.17754, -1.68064, -5.70199], [-3.95313, -2.98800, -2.62697], [-3.86883, -4.60041, -2.78540], [-1.90649, -5.06137, 2.36793], [-0.48704, -5.59280, 2.26589], [-0.33509, -6.86284, 1.30124], [-0.97508, -6.67328, 0.01045], [-1.21537, -7.94668, -0.60469], [0.33997, -4.46196, 1.82207], [-2.49991, -5.05208, 1.45366], [-1.91577, -4.01247, 2.66429], [-2.42162, -5.62879, 3.14303], [-0.22297, -5.98759, 3.24697], [-0.89955, -7.58417, 1.89215], [0.70355, -7.19342, 1.30812], [-1.92519, -7.81523, -1.42137], [-1.75512, -8.60981, 0.07136], [-0.36608, -8.50699, -0.99569], [1.32498, -4.61653, 1.98322], [0.13192, -3.70377, 2.45607], [-3.53771, 7.64295, 2.38809], [-3.32100, 6.34338, 1.56439], [-2.50403, 6.64988, 0.29424], [-1.95774, 5.47268, -0.26724], [-1.39361, 5.73305, -1.56684], [-2.44199, 5.47494, 2.38066], [-2.61865, 8.00549, 2.84850], [-4.22533, 7.45903, 3.21360], [-3.86670, 8.45945, 1.74528], [-4.31757, 5.97715, 1.31775], [-1.70702, 7.33805, 0.57579], [-3.17794, 7.16349, -0.39143], [-0.96931, 4.79697, -1.92991], [-0.66105, 6.51656, -1.37305], [-2.19812, 6.01618, -2.24559], [-1.63113, 6.01487, 2.64728], [-2.90225, 5.43361, 3.27874]]
}